Entry 1:
{"formula": "C13H21BHfN6O", "method": "ωB97M-V with the def2-TZVPD basis set", "elements": ["H", "N", "B", "N", "C", "Hf", "H", "C", "H", "C", "H", "C", "H", "H", "H", "N", "N", "N", "N", "C", "C", "H", "H", "C", "C", "C", "C", "H", "H", "H", "H", "H", "C", "C", "C", "O", "H", "H", "H", "H", "H", "H", "H"], "xyz": [[0.10368, -1.95729, -3.15802], [0.28657, -0.16778, -1.96998], [0.92265, 2.17680, -1.12119], [1.03468, 0.96832, -2.10022], [1.61366, 0.97061, -3.31260], [-1.65026, -0.54803, -1.47503], [2.18716, 1.83232, -3.63900], [1.31391, -0.22430, -3.95350], [1.62653, -0.51055, -4.93941], [0.49537, -0.94962, -3.10058], [1.08433, 3.17142, -1.80543], [1.04877, -0.90180, 4.43391], [0.01092, -0.87368, 4.78600], [1.05350, -1.09854, 3.35506], [1.50644, 0.07888, 4.60614], [2.06535, 2.27588, -0.03457], [-0.54225, 2.25763, -0.58423], [2.25732, 1.37540, 0.99940], [-1.37553, 1.18201, -0.40560], [3.00917, 3.24901, 0.03454], [-1.26273, 3.38583, -0.47726], [3.02149, 4.05641, -0.69096], [-0.79485, 4.34436, -0.67621], [3.84085, 2.98926, 1.12200], [-2.56206, 3.05399, -0.12497], [3.32563, 1.79662, 1.69384], [-2.62751, 1.67083, -0.05280], [4.68229, 3.56431, 1.45061], [-3.36931, 3.74610, 0.03253], [3.71935, 1.27866, 2.56772], [-3.41480, 1.00298, 0.25942], [1.57465, -1.63312, 4.93668], [-3.39125, -3.94711, -0.15832], [-2.20895, -3.21197, 0.43635], [-1.00449, -4.09176, 0.69710], [-1.85505, -2.10010, -0.42173], [-3.16086, -4.29897, -1.17018], [-4.27472, -3.30252, -0.20163], [-3.65926, -4.82683, 0.43960], [-2.52263, -2.78672, 1.39561], [-0.49146, -4.37501, -0.22976], [-0.28750, -3.60638, 1.36656], [-1.32882, -5.01554, 1.19010]], "forces_ev_per_a": [[0.1, -0.2, -0.1], [1.4, -0.4, -0.6], [2.4, 1.6, 1.1], [-1.0, -0.6, -0.6], [-0.2, -0.1, 1.1], [0.1, -1.4, 1.5], [0.0, -0.3, 0.1], [-0.3, -0.7, -0.5], [0.2, -0.1, -0.1], [0.3, 1.4, 0.2], [-0.2, -0.4, 0.2], [-1.3, 1.8, -1.2], [0.2, 0.0, 0.0], [0.1, 0.0, 0.2], [-0.1, -0.2, 0.0], [-0.9, -1.0, 0.1], [-1.0, -0.4, -0.6], [0.0, -0.1, -0.1], [-0.3, 0.8, 0.9], [0.7, 0.3, 0.5], [0.7, -0.9, 0.2], [0.1, -0.2, 0.2], [-0.1, -0.2, 0.2], [-1.0, -0.2, -0.8], [-1.0, -0.2, 0.1], [-0.7, 0.6, -1.2], [1.2, 0.8, -0.6], [0.1, 0.1, 0.0], [-0.1, 0.0, 0.2], [-0.4, 0.0, -0.4], [-0.3, 0.0, 0.1], [1.1, -1.6, 1.1], [-0.2, 0.0, -0.5], [-0.2, -1.0, 1.2], [0.4, -0.1, -0.1], [0.1, 2.1, -1.4], [0.0, 0.0, 0.1], [0.1, -0.1, 0.0], [0.2, 0.3, 0.0], [0.1, 0.3, -0.2], [-0.1, 0.0, 0.1], [-0.1, 0.0, -0.2], [0.0, 0.2, -0.1]], "energy_ev": -26776.976, "lumo_ev": -9.765, "gap_ev": 3.8, "largest_force_ev_per_a": 3.07, "charge": 2, "e_homo_ha": -0.49758, "relative_energy_kcal_mol": 76.5}


Entry 2:
{"formula": "C13H21BMgN6O", "method": "ωB97M-V with the def2-TZVPD basis set", "elements": ["H", "N", "B", "N", "C", "Mg", "H", "C", "H", "C", "H", "C", "H", "H", "H", "N", "N", "N", "N", "C", "C", "H", "H", "C", "C", "C", "C", "H", "H", "H", "H", "H", "C", "C", "C", "O", "H", "H", "H", "H", "H", "H", "H"], "xyz": [[-1.59027, -3.00448, 0.39412], [-0.53817, -1.68098, -0.87025], [0.55237, -0.43381, -2.81653], [-0.20982, -1.69497, -2.22280], [-0.73178, -2.81540, -2.78363], [-0.58322, -0.05013, 0.23055], [-0.62863, -2.96495, -3.83684], [-1.36781, -3.58314, -1.78774], [-1.86306, -4.53907, -1.86845], [-1.22386, -2.81324, -0.60728], [0.66566, -0.58329, -3.99598], [1.93828, 1.79963, 2.43312], [1.29242, 2.16867, 3.25765], [1.34320, 1.66718, 1.51130], [2.75965, 2.52657, 2.27647], [1.99856, -0.34257, -2.15431], [-0.12975, 0.93431, -2.47524], [1.97964, -0.15040, -0.79878], [-0.44381, 1.28878, -1.16332], [3.28132, -0.40147, -2.59321], [-0.56480, 1.89576, -3.29917], [3.52802, -0.54916, -3.64423], [-0.45954, 1.74914, -4.36682], [4.12118, -0.29127, -1.48059], [-1.15999, 2.91041, -2.56229], [3.25785, -0.16581, -0.37589], [-1.06262, 2.48411, -1.21185], [5.20399, -0.33774, -1.44190], [-1.64595, 3.80314, -2.89727], [3.51229, -0.13649, 0.67841], [-1.42091, 2.93920, -0.31018], [2.37695, 0.82750, 2.68196], [-3.23512, 0.28260, 3.25456], [-1.73298, 0.32402, 3.08581], [-1.01208, -0.61273, 4.03894], [-1.50697, -0.00400, 1.76804], [-3.58010, -0.72140, 2.99471], [-3.67221, 0.96861, 2.52928], [-3.53614, 0.53048, 4.26928], [-1.39573, 1.35174, 3.33602], [-1.26285, -1.64671, 3.78490], [0.07353, -0.49611, 3.96973], [-1.32674, -0.43252, 5.06970]], "forces_ev_per_a": [[0.1, 0.0, -0.2], [-0.5, -1.8, -1.4], [1.2, -0.2, 0.2], [-0.9, 0.3, 1.4], [0.0, 0.3, 1.4], [1.0, -0.3, 0.9], [0.1, -0.2, -0.3], [0.5, 1.1, 0.1], [0.1, 0.2, -0.2], [0.5, 0.3, -1.3], [-0.1, 0.1, -0.1], [-0.1, 0.3, 0.1], [0.4, -0.4, -0.5], [0.3, 0.3, 0.4], [-0.5, -0.4, -0.1], [-0.4, 0.3, 0.9], [-0.8, 0.0, 1.4], [0.6, -0.6, 0.3], [-0.4, 1.4, -2.0], [0.0, -0.1, 0.5], [-0.2, -0.1, 0.1], [-0.2, 0.1, 0.4], [0.0, 0.2, 0.2], [-0.2, -0.2, -0.2], [0.1, -0.4, 1.0], [-0.7, 0.0, -1.1], [0.6, -0.9, -1.8], [-0.3, 0.0, -0.2], [0.0, 0.2, -0.2], [-0.2, 0.2, -0.2], [-0.1, 0.1, 0.2], [-0.1, 0.2, 0.1], [-0.1, -0.1, 0.2], [-0.2, 0.2, 0.1], [0.0, -0.2, 0.1], [0.8, 0.1, -0.3], [-0.1, 0.0, 0.1], [-0.1, 0.1, 0.2], [-0.2, 0.1, 0.1], [0.0, -0.1, -0.2], [0.0, 0.0, 0.0], [-0.1, 0.0, 0.0], [0.1, 0.0, 0.0]], "energy_ev": -30934.918, "lumo_ev": 0.666, "gap_ev": 9.6, "largest_force_ev_per_a": 2.49, "e_homo_ha": -0.32750}